DFT (ωB97M-V/def2-TZVPD) results for a molecular structure, C21H40BrGeN3O5Ti in a non-equilibrium geometry.

CARTESIAN COORDINATES (ANGSTROEM)
1 Ti -0.094 -0.337 -0.219
2 C -0.870 -0.333 3.822
3 C 0.365 -0.638 2.991
4 C 1.626 -0.168 3.702
5 C 0.468 -2.123 2.687
6 O 0.207 0.075 1.721
7 Ge 1.037 1.864 1.400
8 O 1.540 0.927 -0.284
9 C 2.845 1.099 -0.917
10 C 2.613 1.409 -2.390
11 C 3.642 -0.184 -0.750
12 C 3.583 2.261 -0.268
13 O -0.485 2.366 0.504
14 C -0.991 3.718 0.453
15 C -2.512 3.643 0.442
16 C -0.528 4.530 1.659
17 C -0.480 4.351 -0.836
18 H -0.818 -0.838 4.787
19 H -0.959 0.740 4.002
20 H -1.771 -0.677 3.309
21 H 1.777 -0.768 4.601
22 H 2.503 -0.291 3.063
23 H 1.562 0.876 4.008
24 H 0.653 -2.673 3.610
25 H -0.455 -2.501 2.250
26 H 1.300 -2.320 2.006
27 H 2.256 0.532 -2.932
28 H 1.894 2.225 -2.500
29 H 3.545 1.718 -2.864
30 H 3.086 -1.043 -1.120
31 H 4.579 -0.115 -1.304
32 H 3.882 -0.355 0.302
33 H 3.025 3.197 -0.362
34 H 3.778 2.076 0.789
35 H 4.544 2.395 -0.764
36 H -2.876 3.085 1.308
37 H -2.945 4.643 0.480
38 H -2.881 3.168 -0.473
39 H -0.820 4.042 2.592
40 H 0.556 4.662 1.663
41 H -0.980 5.522 1.641
42 H -0.807 3.766 -1.699
43 H -0.855 5.369 -0.953
44 H 0.611 4.386 -0.836
45 N -0.371 0.006 -2.365
46 C -1.628 -0.371 -3.062
47 C -2.840 0.319 -2.458
48 C -3.209 -0.152 -1.061
49 N -2.199 0.253 -0.062
50 H -0.182 0.994 -2.516
51 H 0.405 -0.489 -2.796
52 H -1.737 -1.454 -2.986
53 H -1.550 -0.123 -4.121
54 H -3.691 0.130 -3.115
55 H -2.688 1.405 -2.462
56 H -3.282 -1.239 -1.044
57 H -4.184 0.250 -0.784
58 H -2.478 -0.073 0.861
59 H -2.133 1.265 0.015
60 Br -2.728 -7.326 -0.341
61 C -1.213 -6.266 -0.675
62 C -0.033 -6.853 -1.111
63 N 1.085 -6.176 -1.371
64 C 1.035 -4.856 -1.195
65 C -0.099 -4.185 -0.767
66 C -1.255 -4.898 -0.494
67 C -0.066 -2.716 -0.590
68 O 0.956 -2.036 -0.865
69 O -1.069 -2.062 -0.146
70 H 0.011 -7.927 -1.256
71 H 1.944 -4.303 -1.405
72 H -2.151 -4.399 -0.149

Values from the calculation:
- E_LUMO (alpha / beta): -2.724 / -2.744 eV
- Multiplicity: 2
- Relative energy (zero: lowest compared OMol25 entry of this formula, charge and spin): 0.471 eV
- DFT total energy: -6865.10221 Ha
- Largest force on an atom: 1.63 eV/Å
- Charge: +1
- Orbital gap (alpha / beta): 8.4 / 8.8 eV

Results of the Mulliken charge analysis, in e, for atoms 1 through 6: number 1, Ti, carries 0.8197; number 2, C, carries -1.5962; number 3, C, carries 1.7906; number 4, C, carries -1.8643; number 5, C, carries -1.8525; number 6, O, carries -0.9619